(1)
{"formula": "C27H35O2RuSi2", "method": "ωB97M-V/def2-TZVPD", "species": ["Ru", "C", "C", "C", "C", "C", "C", "C", "H", "H", "H", "H", "H", "H", "H", "H", "C", "Si", "C", "C", "C", "C", "C", "C", "C", "Si", "C", "C", "H", "H", "H", "H", "H", "H", "H", "H", "H", "H", "H", "H", "H", "H", "H", "H", "C", "C", "C", "C", "C", "C", "C", "C", "C", "C", "O", "O", "H", "H", "H", "H", "H", "H", "H", "H", "H", "H", "H"], "coordinates": [[0.672826, 1.363834, 0.245586], [0.155254, 1.946184, 4.039114], [0.976478, 2.242548, 2.818553], [2.192150, 1.623575, 2.587641], [2.978759, 1.928683, 1.455440], [2.575622, 2.907687, 0.565340], [1.346695, 3.568061, 0.786448], [0.553506, 3.215221, 1.876489], [0.475064, 2.583775, 4.865612], [0.275727, 0.910037, 4.352722], [-0.902798, 2.138413, 3.864500], [2.532887, 0.853677, 3.268393], [3.899704, 1.387102, 1.292093], [3.211066, 3.192754, -0.259543], [1.039073, 4.366065, 0.125426], [-0.371367, 3.745253, 2.045200], [1.197136, 3.434896, -2.553841], [0.585996, 1.719182, -2.125085], [1.659074, 0.503791, -3.033374], [-1.208002, 1.528346, -2.594786], [-1.580822, 1.523287, -3.942334], [-2.908116, 1.377856, -4.313855], [-3.887922, 1.244577, -3.338530], [-3.533179, 1.255476, -1.998977], [-2.196502, 1.391056, -1.611530], [-1.759823, 1.419701, 0.197830], [-2.465181, 2.983734, 0.945283], [-2.498466, -0.011227, 1.128913], [1.074113, 3.561482, -3.634760], [2.259899, 3.554865, -2.335452], [0.638948, 4.240428, -2.074316], [1.791860, 0.849243, -4.062865], [1.192975, -0.476444, -3.059883], [2.651601, 0.412195, -2.585984], [-0.828723, 1.628131, -4.718528], [-3.181122, 1.367899, -5.361242], [-4.925969, 1.133441, -3.624150], [-4.314057, 1.153516, -1.251371], [-3.544753, 2.947830, 0.764525], [-2.090239, 3.898861, 0.483382], [-2.320355, 3.038535, 2.025370], [-3.586566, 0.093481, 1.069664], [-2.230607, -0.000797, 2.187365], [-2.223915, -0.971218, 0.695642], [0.715381, -6.752430, 1.270300], [0.717245, -5.278693, 0.974606], [0.680798, -4.342685, 2.000449], [0.703169, -2.978927, 1.747406], [0.667369, -2.012166, 2.904148], [0.738797, -2.549870, 0.412822], [0.748430, -3.467961, -0.643333], [0.762701, -3.029754, -2.080561], [0.746068, -4.820263, -0.337454], [0.775093, -1.094271, 0.171058], [-0.079063, -0.427069, -0.499746], [1.647486, -0.344493, 0.720079], [0.955731, -6.947334, 2.313997], [1.439860, -7.275481, 0.646444], [-0.265320, -7.186044, 1.064667], [0.639699, -4.683276, 3.028938], [0.579192, -2.550836, 3.845306], [-0.185100, -1.335637, 2.824740], [1.572054, -1.404242, 2.943243], [1.634053, -2.411113, -2.300071], [-0.130768, -2.451551, -2.321336], [0.795384, -3.893289, -2.741380], [0.763781, -5.537633, -1.150452]], "forces_ev_per_a": [[0.4, 0.7, 0.4], [0.0, 0.0, 0.0], [0.2, 0.0, 0.1], [-0.1, 0.0, 0.1], [-0.1, 0.1, 0.2], [0.2, 0.1, 0.0], [0.0, -0.1, -0.2], [-0.1, -0.1, -0.1], [0.0, 0.0, 0.0], [0.0, 0.0, 0.0], [0.0, 0.0, 0.0], [0.0, 0.0, 0.0], [0.0, 0.0, 0.0], [-0.1, 0.0, -0.1], [0.0, 0.0, 0.0], [0.0, 0.0, 0.0], [0.0, 0.1, -0.1], [0.1, 0.0, 0.4], [0.1, 0.0, 0.0], [-0.1, 0.0, -0.1], [0.0, 0.0, 0.0], [0.0, 0.0, 0.0], [0.0, 0.0, 0.0], [0.0, 0.0, 0.0], [-0.1, 0.0, -0.2], [-0.2, 0.0, -0.1], [-0.1, 0.1, 0.0], [0.0, 0.0, 0.1], [0.0, 0.0, 0.0], [0.0, 0.0, 0.0], [0.0, 0.0, 0.0], [0.0, 0.0, 0.0], [0.0, -0.1, 0.0], [0.0, 0.0, 0.0], [0.0, 0.0, 0.0], [0.0, 0.0, 0.0], [0.0, 0.0, 0.0], [0.0, 0.0, 0.0], [0.0, 0.0, 0.0], [0.0, 0.0, 0.0], [-0.1, 0.0, 0.0], [0.0, 0.0, 0.0], [0.0, 0.0, 0.0], [0.0, 0.0, 0.0], [0.0, 0.0, 0.0], [0.0, 0.0, 0.0], [0.0, 0.0, 0.0], [0.1, 0.0, 0.1], [0.1, 0.0, 0.0], [0.0, 0.1, 0.0], [-0.1, 0.0, -0.1], [0.0, 0.0, 0.0], [0.0, 0.0, 0.0], [-0.1, -0.1, 0.0], [-0.2, -0.5, -0.2], [0.1, -0.3, -0.3], [0.0, 0.0, 0.0], [0.0, 0.0, 0.0], [0.0, 0.0, 0.0], [0.0, 0.0, 0.0], [0.0, 0.0, 0.0], [0.0, 0.1, 0.0], [0.0, -0.1, 0.0], [0.0, 0.0, 0.0], [0.0, 0.0, 0.0], [0.0, 0.0, 0.0], [0.0, 0.0, 0.0]], "charge": 1, "e_above_lowest_kj_mol": 35.1, "orbital_gap_ev": [7.09, 7.04], "lumo_ev": [-4.46, -4.38]}

=====

(2)
{"formula": "C27H36N2O3", "method": "ωB97M-V/def2-TZVPD", "species": ["C", "O", "C", "C", "C", "C", "C", "O", "N", "C", "C", "C", "C", "C", "C", "C", "C", "C", "C", "C", "C", "C", "O", "C", "C", "C", "N", "C", "C", "C", "C", "C", "H", "H", "H", "H", "H", "H", "H", "H", "H", "H", "H", "H", "H", "H", "H", "H", "H", "H", "H", "H", "H", "H", "H", "H", "H", "H", "H", "H", "H", "H", "H", "H", "H", "H", "H", "H"], "coordinates": [[-3.543980, 0.025684, -3.950212], [-2.775687, -0.744212, -3.058605], [-1.422657, -0.545705, -3.015843], [-0.755073, 0.397446, -3.786145], [0.619602, 0.547752, -3.709754], [1.359459, -0.244951, -2.849233], [2.850083, -0.121227, -2.783905], [3.549933, -0.377526, -3.747093], [3.368713, 0.269944, -1.592014], [4.809317, 0.328003, -1.459128], [2.578580, 0.778158, -0.485449], [2.760347, -0.070395, 0.776062], [2.012825, 0.585453, 1.928815], [2.692474, 1.904488, 2.276488], [2.909302, 2.766981, 1.062870], [3.164460, 4.123714, 1.233246], [3.377350, 4.955046, 0.150989], [3.326054, 4.435311, -1.131710], [3.071793, 3.090041, -1.313409], [2.876315, 2.243203, -0.227001], [0.701011, -1.199527, -2.083559], [-0.675547, -1.357826, -2.137437], [-1.195653, -2.342538, -1.347156], [-2.352943, -2.062286, -0.561401], [-2.149016, -0.822927, 0.311168], [-3.327749, -0.662521, 1.285283], [-3.610805, -1.828528, 2.086726], [-2.975596, -1.958402, 3.385913], [-1.455839, -1.745837, 3.437054], [-3.661565, -1.009866, 4.376264], [-3.758556, -3.010670, 1.273171], [-2.579435, -3.280756, 0.328574], [-3.489646, 1.093205, -3.712409], [-4.569409, -0.318560, -3.822841], [-3.236068, -0.134288, -4.987988], [-1.305205, 1.025662, -4.468250], [1.113725, 1.285323, -4.322889], [5.106491, 1.256747, -0.972414], [5.180604, -0.522151, -0.882071], [5.239656, 0.283064, -2.458611], [1.525377, 0.716482, -0.786603], [3.818981, -0.142284, 1.029222], [2.384060, -1.077670, 0.590937], [2.004708, -0.070871, 2.800997], [0.976949, 0.769373, 1.633656], [2.101343, 2.455187, 3.011913], [3.665815, 1.698222, 2.734662], [3.194733, 4.527736, 2.235523], [3.576509, 6.005005, 0.305841], [3.481871, 5.076056, -1.986560], [3.029662, 2.680436, -2.312359], [1.253794, -1.853167, -1.426402], [-3.225577, -1.915651, -1.210335], [-1.208885, -0.933242, 0.853656], [-2.075885, 0.068919, -0.315619], [-3.149500, 0.189112, 1.942199], [-4.227673, -0.447104, 0.694311], [-3.181789, -2.983168, 3.716065], [-0.940893, -2.417758, 2.755663], [-1.198562, -0.719411, 3.186638], [-1.099362, -1.947189, 4.444983], [-4.739197, -1.132321, 4.316092], [-3.337698, -1.228777, 5.390444], [-3.419458, 0.026846, 4.157028], [-3.920121, -3.872614, 1.923253], [-4.661307, -2.874571, 0.663366], [-2.786191, -4.153676, -0.290698], [-1.669368, -3.478428, 0.896031]], "forces_ev_per_a": [[-0.1, 0.1, -0.2], [0.4, -0.2, 0.2], [-0.1, -0.1, 0.1], [-0.2, 0.0, 0.0], [0.2, -0.1, 0.1], [-0.2, -0.1, -0.2], [-0.1, 0.0, 0.0], [0.0, -0.1, -0.3], [0.1, 0.0, 0.1], [0.2, -0.1, -0.2], [-0.2, -0.2, 0.3], [-0.3, 0.2, -0.1], [0.3, 0.0, 0.1], [-0.1, -0.1, 0.1], [0.0, 0.1, 0.0], [0.0, 0.0, -0.1], [0.0, 0.1, 0.1], [0.0, 0.0, -0.1], [0.0, 0.1, 0.0], [-0.1, 0.1, 0.0], [-0.2, 0.1, -0.1], [0.1, 0.1, 0.0], [0.0, -0.1, -0.4], [-0.3, 0.1, 0.6], [-0.2, -0.1, -0.2], [0.1, 0.1, -0.1], [-0.1, -0.1, -0.1], [-0.1, 0.2, 0.3], [-0.3, -0.2, 0.0], [0.1, -0.3, -0.1], [0.1, -0.1, -0.1], [-0.1, 0.3, -0.2], [0.0, 0.0, 0.0], [0.1, 0.1, 0.0], [0.0, 0.0, 0.0], [-0.1, 0.0, 0.0], [0.1, 0.1, -0.1], [0.0, 0.0, 0.0], [0.1, 0.0, 0.0], [0.0, 0.0, 0.1], [0.2, 0.0, 0.1], [0.1, -0.1, 0.0], [0.1, 0.0, -0.1], [-0.1, 0.0, 0.0], [-0.1, 0.0, 0.0], [0.1, 0.0, 0.0], [0.0, 0.0, 0.1], [0.0, 0.0, 0.1], [0.0, 0.1, 0.0], [0.0, 0.1, -0.1], [0.0, 0.0, -0.1], [0.0, -0.1, 0.1], [0.2, -0.1, 0.1], [0.1, 0.0, 0.0], [0.0, 0.0, 0.0], [-0.1, 0.1, 0.0], [0.0, 0.1, 0.0], [0.0, 0.1, 0.0], [0.1, 0.0, -0.1], [0.1, 0.1, 0.0], [0.1, 0.0, 0.1], [-0.1, 0.0, 0.0], [0.1, 0.1, 0.2], [0.0, 0.2, 0.0], [-0.1, 0.0, 0.0], [0.0, -0.1, 0.0], [0.0, -0.1, 0.0], [0.1, 0.0, 0.0]], "charge": 0, "e_above_lowest_kj_mol": 165.8, "smiles": "COc1ccc(C(=O)N(C)[C@H]2CCCc3ccccc32)cc1OC1CCN(C(C)C)CC1", "orbital_gap_ev": 8.76, "lumo_ev": 0.65}